Entry 1:
C37H36CoFN8O5 | ωB97M-V/def2-TZVPD

Each line ends with the Löwdin charge.
Geometry (Å):
Co 1.670 1.215 -2.263  0.665
C 3.700 -2.576 -1.878  -0.035
C 3.455 -1.191 -1.892  -0.089
N 2.319 -0.678 -2.310  0.071
C 1.344 -1.511 -2.778  -0.122
C 1.505 -2.911 -2.795  -0.163
C 2.727 -3.428 -2.314  -0.006
C 0.472 -3.721 -3.320  -0.063
C -0.637 -3.107 -3.845  -0.086
C -0.800 -1.715 -3.850  -0.029
C 0.165 -0.875 -3.307  -0.203
N 0.205 0.484 -3.288  -0.002
C -0.902 1.275 -3.490  -0.203
C -2.231 0.916 -3.383  -0.040
C -3.258 1.839 -3.656  -0.087
C -2.991 3.121 -4.042  -0.053
C -1.643 3.549 -4.118  -0.155
C -1.264 4.852 -4.498  -0.011
C 0.059 5.186 -4.522  -0.041
C 1.007 4.229 -4.112  -0.125
N 0.693 3.011 -3.744  0.106
C -0.608 2.646 -3.792  -0.145
H 4.656 -2.937 -1.528  0.108
H 4.199 -0.490 -1.536  0.113
H 2.883 -4.500 -2.319  0.118
H 0.590 -4.796 -3.331  0.104
H -1.424 -3.705 -4.289  0.104
H -1.676 -1.312 -4.337  0.095
H -2.520 -0.084 -3.083  0.092
H -4.282 1.497 -3.573  0.102
H -3.782 3.815 -4.289  0.107
H -2.030 5.566 -4.775  0.118
H 0.387 6.169 -4.826  0.105
H 2.055 4.495 -4.071  0.097
C 3.279 5.811 -0.138  -0.041
O 3.947 5.133 -1.202  -0.029
C 3.234 4.137 -1.768  -0.590
O 2.107 3.850 -1.454  0.078
N 3.981 3.599 -2.788  0.019
N 3.646 2.345 -3.329  0.038
H 3.946 6.611 0.168  0.093
H 3.100 5.127 0.690  0.096
H 2.328 6.215 -0.484  0.094
H 4.963 3.834 -2.749  0.150
H 4.266 1.641 -2.941  0.087
H 3.732 2.386 -4.337  0.104
F -3.750 -1.001 0.941  0.070
C -2.492 -0.960 1.435  -0.186
C -1.519 -0.310 0.731  0.106
C -0.229 -0.210 1.254  -0.027
C 0.773 0.485 0.430  -0.268
O 0.408 1.000 -0.633  0.026
C 2.094 0.487 0.960  -0.007
C 2.304 -0.055 2.187  0.049
N 1.378 -0.657 2.981  0.031
C 1.865 -1.072 4.285  -0.224
C 1.567 -2.374 4.960  -0.078
C 1.077 -1.068 5.555  -0.080
C 0.081 -0.783 2.500  -0.093
C -0.933 -1.484 3.172  0.056
C -2.217 -1.571 2.660  -0.150
N -3.190 -2.284 3.417  -0.114
C -4.279 -2.962 2.734  -0.132
C -4.976 -3.880 3.754  -0.073
N -4.020 -4.127 4.879  0.048
C -3.792 -2.870 5.677  -0.069
C -3.637 -1.713 4.677  -0.119
C 3.313 1.090 0.273  -0.596
O 4.358 1.099 0.923  0.027
O 3.186 1.512 -0.917  -0.102
H -1.731 0.153 -0.224  0.141
H 3.312 0.013 2.577  0.142
H 2.884 -0.732 4.387  0.147
H 2.398 -2.872 5.439  0.106
H 0.851 -3.044 4.509  0.088
H 1.575 -0.688 6.435  0.107
H 0.023 -0.843 5.513  0.081
H -0.745 -1.997 4.098  0.086
H -3.866 -3.544 1.909  0.143
H -5.032 -2.285 2.321  0.129
H -5.267 -4.834 3.322  0.138
H -5.855 -3.413 4.195  0.138
H -3.122 -4.395 4.469  0.183
H -4.342 -4.884 5.481  0.186
H -2.891 -3.029 6.267  0.135
H -4.643 -2.745 6.345  0.137
H -2.903 -1.000 5.046  0.134
H -4.586 -1.174 4.562  0.138

Forces on atoms 1 to 3 (eV/Å):
Co 0.8 0.3 0.3
C 0.0 0.0 0.0
C 0.0 0.0 0.0

Output
<S²> = 1.016
Net charge = +1
Gap between HOMO and LUMO (alpha / beta) = 4.8 / 4.7 eV
Multiplicity = 2
HOMO (alpha / beta) = -8.002 / -7.932 eV


Entry 2:
C37H36CrNO5S3 | ωB97M-V/def2-TZVPD

Each line ends with the Löwdin charge.
Geometry (Å):
Cr -0.474 0.106 -0.432  0.512
C -2.934 -1.408 1.975  -0.047
C -1.429 -1.591 1.912  -0.203
C -0.897 -2.728 1.280  -0.195
C -1.794 -3.603 0.440  -0.041
C 0.446 -3.062 1.459  -0.175
C 0.938 -4.424 1.022  -0.023
C 1.311 -2.163 2.094  -0.179
C 2.797 -2.425 2.094  -0.038
C 0.796 -1.013 2.696  -0.187
C 1.688 -0.066 3.462  -0.029
C -0.580 -0.752 2.648  -0.207
C -1.144 0.359 3.495  -0.053
H -3.302 -0.720 1.212  0.016
H -3.230 -1.025 2.951  0.074
H -3.441 -2.359 1.830  0.074
H -2.346 -4.322 1.054  0.091
H -1.215 -4.152 -0.298  0.076
H -2.510 -2.988 -0.104  0.080
H 1.293 -4.429 -0.010  0.084
H 0.136 -5.157 1.108  0.077
H 1.754 -4.757 1.661  0.077
H 3.151 -2.778 3.067  0.090
H 3.332 -1.510 1.843  0.081
H 3.066 -3.158 1.339  0.069
H 1.341 0.040 4.492  0.084
H 1.676 0.924 2.999  0.085
H 2.717 -0.410 3.489  0.063
H -1.320 -0.004 4.514  0.100
H -2.086 0.735 3.099  0.062
H -0.450 1.191 3.554  0.046
S -2.746 0.353 -1.027  0.682
C -2.654 1.147 -2.582  -0.657
C -3.804 1.247 -3.370  -0.132
C -3.776 1.893 -4.593  -0.117
C -2.591 2.450 -5.058  -0.117
C -1.442 2.349 -4.293  -0.134
C -1.462 1.711 -3.052  -0.641
S 0.022 1.654 -2.114  0.720
H -4.721 0.802 -3.005  0.093
H -4.676 1.963 -5.192  0.091
H -2.558 2.954 -6.016  0.091
H -0.503 2.758 -4.646  0.095
O -0.354 1.772 0.894  -0.598
S -0.258 3.211 0.425  1.001
C -0.012 4.167 1.943  -0.343
C 0.918 5.197 1.890  -0.082
C 1.154 5.973 3.014  -0.081
C 0.479 5.708 4.197  -0.081
C -0.463 4.687 4.239  -0.067
C -0.723 3.929 3.111  -0.068
C -1.935 3.819 0.177  -0.364
C -2.128 4.963 -0.581  -0.068
C -3.404 5.487 -0.702  -0.076
C -4.475 4.858 -0.081  -0.078
C -4.271 3.702 0.658  -0.061
C -2.995 3.180 0.796  -0.104
H 1.440 5.396 0.962  0.110
H 1.879 6.776 2.975  0.104
H 0.673 6.304 5.079  0.102
H -0.998 4.478 5.156  0.107
H -1.484 3.164 3.130  0.095
H -1.283 5.435 -1.068  0.117
H -3.569 6.383 -1.286  0.103
H -5.470 5.273 -0.170  0.102
H -5.109 3.195 1.118  0.109
H -2.816 2.281 1.364  0.085
O 1.455 -0.606 -0.512  -0.105
C 1.023 -1.525 -1.297  -0.582
O -0.254 -1.546 -1.476  -0.132
C 1.889 -2.480 -1.936  -0.174
C 3.289 -2.401 -1.773  -0.032
C 4.114 -3.332 -2.343  -0.014
C 3.562 -4.392 -3.100  -0.188
C 2.161 -4.471 -3.279  -0.014
C 1.347 -3.529 -2.712  -0.035
N 4.395 -5.353 -3.665  -0.413
O 3.879 -6.298 -4.313  -0.069
O 5.638 -5.250 -3.504  -0.070
H 3.690 -1.582 -1.189  0.111
H 5.188 -3.288 -2.236  0.100
H 1.768 -5.285 -3.870  0.101
H 0.273 -3.572 -2.841  0.113

Forces on atoms 1 to 3 (eV/Å):
Cr 0.4 0.1 -0.7
C 0.2 0.0 -0.1
C 0.0 -0.1 0.1

Output
<S²> = 6.110
Net charge = -1
Gap between HOMO and LUMO (alpha / beta) = 4.1 / 6.8 eV
Multiplicity = 5
HOMO (alpha / beta) = -2.373 / -5.057 eV


In the order shown, the computed energy above the lowest of the compared OMol25 structures with the same formula, charge and spin values come out to 1.5894; 0.0111 eV.
In the order shown, the computed molecular weight values come out to 750.7; 722.9 g mol⁻¹.